Entry 1:
Density functional theory data (ωB97M-V with the def2-TZVPD basis set) for a cluster of 9 separate species, C23H67N5O9 in total at a distorted geometry.

Each line ends with the Löwdin charge.
Element x y z (Å)
C (-2.011, -4.071, 0.083)  -0.08
O (-1.109, -2.965, 0.108)  -0.20
C (-1.777, -1.688, -0.052)  -0.18
C (-0.815, -0.532, -0.087)  -0.37
C (0.132, -0.571, 1.134)  -0.05
N (-1.472, 0.812, -0.039)  0.08
H (-1.555, -5.050, -0.068)  0.08
H (-2.790, -4.006, -0.677)  0.10
H (-2.498, -4.152, 1.054)  0.09
H (-2.427, -1.580, -0.920)  0.11
H (-2.531, -1.599, 0.729)  0.10
H (-0.215, -0.721, -0.977)  0.13
H (0.774, -1.451, 1.098)  0.08
H (-0.433, -0.824, 2.031)  0.08
H (0.834, 0.262, 1.181)  0.06
H (-0.804, 1.550, -0.210)  0.08
H (-1.706, 0.923, 0.937)  0.03
C (0.367, 3.605, 2.128)  -0.10
O (0.360, 4.918, 2.733)  -0.20
C (-0.466, 5.014, 3.932)  -0.20
C (-0.817, 6.458, 4.325)  -0.41
C (0.456, 7.378, 4.450)  -0.05
N (-1.318, 6.310, 5.670)  0.01
H (0.923, 3.802, 1.211)  0.08
H (-0.644, 3.487, 1.737)  0.08
H (0.726, 2.768, 2.726)  0.08
H (-1.407, 4.508, 3.717)  0.12
H (-0.083, 4.455, 4.786)  0.12
H (-1.630, 6.824, 3.698)  0.14
H (0.966, 7.494, 3.494)  0.07
H (1.225, 7.192, 5.200)  0.07
H (0.117, 8.357, 4.791)  0.07
H (-2.031, 5.594, 5.683)  0.07
H (-0.535, 5.892, 6.153)  0.06
C (5.379, -0.026, -3.850)  -0.14
O (4.117, 0.423, -3.504)  -0.20
C (3.515, 1.193, -4.569)  -0.14
C (2.210, 1.927, -4.116)  -0.41
C (1.160, 1.047, -3.499)  -0.10
N (1.549, 2.462, -5.327)  0.03
H (5.833, -0.593, -3.037)  0.09
H (6.121, 0.753, -4.026)  0.09
H (5.470, -0.697, -4.704)  0.09
H (4.096, 2.081, -4.820)  0.12
H (3.288, 0.631, -5.474)  0.13
H (2.388, 2.702, -3.371)  0.13
H (0.660, 0.378, -4.199)  0.07
H (0.287, 1.567, -3.102)  0.07
H (1.454, 0.355, -2.710)  0.06
H (0.797, 3.048, -4.992)  0.07
H (1.208, 1.643, -5.810)  0.07
N (-4.662, 0.192, 1.362)  0.20
C (-3.711, 0.301, 2.201)  -0.81
N (-3.523, -0.756, 2.956)  0.17
O (-3.065, 1.327, 2.319)  0.01
H (-5.013, 1.000, 0.869)  0.14
H (-5.258, -0.622, 1.298)  0.12
H (-3.941, -1.644, 2.714)  0.11
H (-2.845, -0.776, 3.704)  0.12
C (-3.260, 1.083, -4.207)  -0.10
C (-3.214, -0.132, -3.314)  -0.31
O (-3.485, 0.402, -2.007)  -0.12
H (-2.518, 1.841, -3.958)  0.07
H (-4.273, 1.486, -4.234)  0.08
H (-2.906, 0.756, -5.185)  0.07
H (-2.238, -0.606, -3.419)  0.10
H (-4.036, -0.811, -3.538)  0.11
H (-2.735, 0.256, -1.426)  -0.01
C (2.176, -0.241, 4.097)  -0.07
C (1.812, -1.726, 4.224)  -0.33
O (1.939, -2.204, 5.555)  -0.08
H (3.177, -0.120, 4.511)  0.08
H (1.511, 0.442, 4.626)  0.08
H (2.123, -0.144, 3.013)  0.03
H (2.465, -2.346, 3.610)  0.11
H (0.776, -1.876, 3.921)  0.09
H (2.472, -2.998, 5.468)  0.08
C (-2.859, -7.758, -1.111)  -0.08
C (-3.687, -7.526, 0.170)  -0.40
O (-4.449, -8.571, 0.575)  -0.03
H (-3.506, -8.283, -1.813)  0.07
H (-2.060, -8.449, -0.844)  0.07
H (-2.481, -6.860, -1.600)  0.07
H (-4.280, -6.637, -0.044)  0.11
H (-2.977, -7.160, 0.912)  0.10
H (-3.907, -9.351, 0.434)  0.09
C (1.806, -2.804, -3.657)  -0.07
C (1.785, -3.008, -2.151)  -0.33
O (0.593, -3.625, -1.798)  -0.08
H (1.423, -3.632, -4.253)  0.08
H (2.789, -2.583, -4.074)  0.06
H (1.214, -1.911, -3.858)  0.05
H (1.925, -2.070, -1.613)  0.10
H (2.538, -3.705, -1.783)  0.11
H (0.155, -3.154, -1.086)  0.03
C (3.461, 2.104, 1.184)  -0.08
C (3.635, 2.192, -0.351)  -0.31
O (4.263, 0.978, -0.723)  -0.07
H (4.446, 2.015, 1.642)  0.08
H (2.990, 1.152, 1.432)  0.04
H (2.959, 2.945, 1.662)  0.05
H (4.235, 3.054, -0.641)  0.11
H (2.633, 2.377, -0.738)  0.09
H (4.249, 0.902, -1.680)  0.03

Forces on the atoms, in the same order (eV/Å):
C -0.5148 -0.0362 0.4780
O -0.5150 0.6140 -0.6804
C -1.3546 -0.2834 0.4461
C 1.8491 0.7034 1.6095
C 0.4345 -1.7895 -0.5534
N -0.1367 -1.6227 -0.7370
H 0.8342 0.4518 -0.1341
H 0.0377 0.4312 -0.2013
H -0.2336 0.1602 0.1798
H 0.2731 -0.8599 -0.6848
H 0.2781 0.1556 0.6405
H 0.0478 0.6555 -0.3654
H 0.2698 -0.2290 -0.3504
H -0.1689 0.9424 0.2990
H -0.5381 0.2973 0.2214
H 0.2914 -0.1174 -0.3442
H -0.5687 0.3823 0.2196
C -0.8967 2.1445 -0.8809
O -0.0791 -0.5284 1.5732
C 0.0297 -0.1348 -2.2023
C 2.2377 -0.8213 0.7205
C -1.1157 0.6834 -0.8639
N -0.4814 0.3776 0.8360
H 0.5735 -0.5628 0.1970
H -0.3384 -0.8354 0.3815
H 0.0406 0.1825 0.1112
H -0.3656 -0.1342 -0.1709
H 0.7875 0.1242 0.0190
H 0.4787 0.4258 -0.2311
H -0.0830 -0.0198 -0.0129
H -0.2569 -1.1549 0.0945
H -0.2606 0.2177 -0.3521
H -0.4003 -0.0727 0.0883
H -0.0273 0.0702 0.6719
C 2.0495 -0.7226 0.1563
O -1.1612 0.7077 -1.1316
C -1.0527 1.5338 1.2227
C -0.9691 -1.3571 -0.1583
C -0.9598 -1.7700 1.0756
N 1.6239 0.6699 0.3639
H -0.4880 -0.0409 0.3784
H -0.2551 0.6256 -0.1454
H -0.7325 -0.0227 -0.3601
H 0.8662 -0.4075 -0.3005
H 0.2385 -0.4408 0.1125
H 0.5550 0.3139 -0.3959
H 0.3698 -0.1131 -0.6160
H 0.2089 0.6781 0.1575
H 0.5428 0.1768 0.3045
H -0.3321 -0.1058 -0.4343
H -0.5013 0.2703 -0.2242
N -4.5421 -0.4735 -3.9616
C 1.9935 1.9984 1.7738
N 0.7747 -3.2323 2.1056
O 0.9449 1.1106 0.4804
H 0.5200 -0.1023 -0.0134
H 0.2021 0.1807 0.1202
H 0.0505 0.2297 0.2143
H -0.0575 0.2909 -0.3986
C 0.4971 -0.5571 -1.1739
C -0.5093 1.6099 0.8742
O -0.2370 -0.9449 -0.2476
H -0.2346 0.0396 0.6194
H 0.2187 0.1674 -0.1554
H -0.5555 0.0801 -0.5671
H 0.0026 -0.3232 0.3400
H 0.2568 -0.2780 -0.2991
H 0.2528 0.6243 0.4543
C 0.0751 -1.4284 -0.0619
C -0.2995 0.4993 0.5872
O 0.2279 -0.2254 0.2394
H 0.1062 0.2396 -0.3778
H -0.2002 -0.1973 -0.1702
H 0.3043 0.9207 0.0891
H -0.0525 0.2782 -0.4607
H -0.0875 -0.0707 -0.2819
H -0.0705 -0.0418 0.5067
C -0.7225 -1.0582 0.4641
C 1.7971 3.0836 -1.5142
O -0.7214 -1.3169 0.2922
H 0.0117 0.0501 -0.2616
H 0.3701 0.1081 -0.3157
H 0.0788 -0.0098 0.3213
H -0.7239 -0.1978 0.2004
H 0.1065 -0.2369 0.6240
H -0.1830 -0.4010 0.1780
C 0.3322 0.7404 -0.2323
C 0.7189 -0.7753 -0.1860
O -1.1981 -0.3396 -0.1903
H -0.2024 -0.1567 0.4426
H 0.2777 0.0284 0.3024
H -0.2581 -0.1059 -0.2541
H 0.0916 0.2613 -0.0949
H 0.7431 0.2225 -0.3572
H -0.2681 -0.0677 0.3011
C 0.9534 -0.1201 -0.3140
C -0.1128 0.0424 1.6385
O -0.3970 0.2821 0.1237
H 0.1658 0.1419 -0.0040
H -0.3796 0.1627 -0.1085
H -0.0917 -0.0922 -0.2912
H 0.1875 0.1253 0.0693
H -0.1955 -0.4744 -0.6476
H -0.0921 -0.1038 -0.4481

E: -50811.1250 eV
HOMO-LUMO gap: 9.5230 eV
maximum force: 6.0 eV/Å
E_HOMO: -9.282 eV
energy above the lowest of the compared OMol25 structures with the same formula, charge and spin: 2.6477 eV


Entry 2:
Density functional theory data (ωB97M-V with the def2-TZVPD basis set) for a cluster of 2 separate species, C4H7Cl2N in total at a distorted geometry.

Each line ends with the Löwdin charge.
Element x y z (Å)
C (0.328, 1.324, 0.246)  0.05
C (-1.371, -1.216, -0.724)  -0.22
C (2.343, 0.083, 1.169)  -0.08
C (-1.795, 0.239, -0.808)  -1.21
N (1.052, 0.447, 0.566)  -0.05
Cl (-1.925, 0.859, -2.468)  0.50
Cl (-3.137, 0.709, 0.155)  0.55
H (0.173, 2.308, 0.293)  0.03
H (-0.330, -1.355, -0.597)  0.02
H (-1.597, -1.678, -1.667)  0.05
H (-1.771, -1.679, 0.232)  0.09
H (2.686, 0.643, 2.043)  0.08
H (3.030, 0.362, 0.319)  0.10
H (2.314, -1.044, 1.241)  0.09

Forces on the atoms, in the same order (eV/Å):
C -1.6210 -3.6130 -0.9352
C -1.2894 0.6682 1.4147
C 0.1796 -0.4386 -2.3815
C 2.0199 0.2444 0.0912
N 1.0257 -1.3744 0.9386
Cl 0.0893 -0.1749 0.4013
Cl -0.3824 0.1071 0.3002
H -0.5307 3.9582 0.1968
H 1.5861 0.4725 0.0465
H -0.6177 -0.7737 -0.1159
H -0.1073 0.2956 -1.5324
H -0.5541 -0.2246 0.1002
H -0.1949 -0.5813 1.0197
H 0.3968 1.4346 0.4558

E: -30791.9082 eV
HOMO-LUMO gap (spin up / spin down): 7.7871 / 7.2804 eV
maximum force: 4.1 eV/Å
E_HOMO (spin up / spin down): -7.391 / -6.946 eV
energy above the lowest of the compared OMol25 structures with the same formula, charge and spin: 4.2629 eV


Entry 3:
Density functional theory data (ωB97M-V with the def2-TZVPD basis set) for a cluster of 2 separate species, C3H7N3O in total.

Each line ends with the Löwdin charge.
Element x y z (Å)
H (-2.562, -1.307, -0.201)  0.05
N (-1.818, -0.682, 0.088)  0.03
C (-0.664, -1.196, -0.148)  -0.31
N (0.487, -0.567, 0.180)  -0.06
C (1.817, -1.022, -0.158)  -0.09
H (-0.516, -2.169, -0.631)  0.13
H (0.386, 0.307, 0.680)  0.12
H (1.747, -1.885, -0.825)  0.08
H (2.385, -1.317, 0.732)  0.08
H (2.373, -0.236, -0.680)  0.08
N (-1.376, 2.126, 0.259)  0.17
C (-0.674, 2.807, -0.445)  -0.42
O (0.011, 3.556, -1.043)  0.11
H (-1.723, 1.158, 0.164)  0.02

Forces on the atoms, in the same order (eV/Å):
H 0.0671 0.0854 0.0006
N 0.2277 -0.2148 -0.1027
C -0.0230 0.1038 0.0012
N -0.1716 0.0593 0.0801
C 0.0739 -0.0519 -0.0344
H -0.0127 0.1254 0.0678
H 0.0215 -0.0921 -0.0973
H 0.0057 0.1122 0.1063
H -0.0878 0.0242 -0.1230
H -0.0819 -0.1370 0.0523
N 0.3494 0.4923 -0.2533
C 0.0710 0.1275 -0.0754
O -0.4435 -0.4968 0.3724
H 0.0042 -0.1375 0.0054

E: -9742.3605 eV
HOMO-LUMO gap: 10.1158 eV
maximum force: 0.8 eV/Å
E_HOMO: -9.377 eV
energy above the lowest of the compared OMol25 structures with the same formula, charge and spin: 0.6728 eV


Entry 4:
Density functional theory data (ωB97M-V with the def2-TZVPD basis set) for a cluster of 2 separate species, C3H7NO2 in total.

Each line ends with the Löwdin charge.
Element x y z (Å)
C (0.831, 0.233, 0.431)  0.11
C (-0.458, 0.532, 0.260)  -0.37
C (-1.104, 1.858, 0.533)  -0.06
N (-1.427, -0.478, -0.117)  0.01
O (-0.991, -1.448, -0.697)  -0.02
H (1.236, -0.751, 0.205)  0.05
H (1.522, 0.989, 0.794)  0.08
H (-2.036, 1.719, 1.090)  0.08
H (-0.439, 2.507, 1.108)  0.08
H (-1.356, 2.368, -0.404)  0.08
O (1.734, -2.330, -1.206)  -0.08
H (0.810, -2.052, -1.302)  0.00
H (1.678, -3.146, -0.695)  0.04

Forces on the atoms, in the same order (eV/Å):
C -0.1669 0.0236 -0.0785
C 0.2717 0.1362 0.1113
C -0.0199 0.0581 0.0221
N 0.2228 -0.4693 -0.2296
O -0.2226 0.4994 0.2265
H -0.1201 0.2072 0.1297
H -0.1337 -0.0828 -0.0458
H 0.1308 0.0120 -0.0641
H -0.0888 -0.0993 -0.1004
H 0.0172 -0.0803 0.1238
O -0.1050 -0.1832 0.0293
H 0.1527 -0.0583 -0.0071
H 0.0619 0.0367 -0.1171

E: -8806.5971 eV
HOMO-LUMO gap (spin up / spin down): 8.6226 / 8.6223 eV
maximum force: 0.6 eV/Å
E_HOMO (spin up / spin down): -9.508 / -9.507 eV
energy above the lowest of the compared OMol25 structures with the same formula, charge and spin: 3.9318 eV


Entry 5:
Density functional theory data (ωB97M-V with the def2-TZVPD basis set) for the molecule C4H8N4.

Each line ends with the Löwdin charge.
Element x y z (Å)
C (1.111, -0.889, 0.623)  -0.02
C (-0.501, 0.817, -2.091)  -0.16
C (0.006, -0.130, 0.009)  -0.64
N (-0.357, 1.018, 0.855)  0.06
N (1.490, -0.614, 1.824)  0.21
N (0.316, -0.050, -1.278)  -0.04
C (-1.384, -1.282, 0.451)  -0.18
N (-1.879, -2.327, 0.559)  0.02
H (1.590, -1.663, 0.040)  0.15
H (-0.026, 1.877, 0.428)  0.08
H (-1.357, 1.072, 0.992)  0.07
H (0.960, 0.139, 2.276)  0.13
H (2.247, -1.089, 2.293)  0.14
H (-0.117, 0.826, -3.111)  0.06
H (-1.535, 0.432, -2.121)  0.08
H (-0.564, 1.862, -1.749)  0.06

Forces on the atoms, in the same order (eV/Å):
C 0.0683 -0.0878 0.4243
C -0.1025 -0.0097 0.0900
C -0.1218 0.4207 -0.3817
N 0.0121 -0.2052 -0.0874
N -0.1295 0.0156 -0.3073
N 0.0127 -0.0235 0.4743
C 0.0255 -0.3846 -0.0193
N 0.1747 0.4691 -0.0065
H -0.0031 0.0123 -0.0067
H -0.0224 -0.0708 -0.0574
H 0.0362 -0.0138 -0.0342
H 0.0394 -0.0831 -0.0667
H -0.0576 0.0192 -0.0749
H -0.0138 -0.0023 0.0534
H 0.0466 0.0172 -0.0045
H 0.0353 -0.0734 0.0047

E: -10234.6980 eV
HOMO-LUMO gap (spin up / spin down): 7.5786 / 7.5803 eV
maximum force: 0.6 eV/Å
E_HOMO (spin up / spin down): -8.041 / -8.042 eV
energy above the lowest of the compared OMol25 structures with the same formula, charge and spin: 3.5441 eV


Entry 6:
Density functional theory data (ωB97M-V with the def2-TZVPD basis set) for a cluster of 15 separate species, H29O15 in total at a distorted geometry.

Each line ends with the Löwdin charge.
Element x y z (Å)
O (0.480, 3.466, -0.614)  -0.14
H (-0.269, 3.509, -1.218)  0.03
H (2.345, 1.258, -0.892)  -0.02
O (0.841, 0.062, -0.131)  -0.11
H (0.520, -0.630, 0.415)  0.00
H (0.887, 0.774, 0.614)  0.05
O (2.671, 1.951, -1.436)  -0.07
H (1.558, -0.569, -2.307)  0.03
H (-0.229, 3.928, 3.350)  0.00
O (1.065, -3.379, -4.291)  -0.08
H (4.512, 3.310, 0.273)  -0.01
H (0.961, -2.454, -4.398)  -0.02
O (0.628, -3.308, 2.579)  -0.10
H (0.167, -4.096, 2.960)  0.05
H (-0.895, -3.892, -1.707)  -0.02
O (-3.217, -2.848, -3.811)  -0.04
H (-1.692, 0.939, -0.542)  0.01
H (-2.566, -2.215, -3.546)  0.02
O (1.707, -0.211, -3.216)  -0.08
H (1.406, -3.122, 3.129)  0.02
H (1.193, 0.596, -3.274)  0.03
O (-2.485, 2.213, 2.714)  -0.12
H (-2.514, 1.286, 3.064)  0.05
H (0.184, 3.035, 0.306)  0.04
O (4.203, 2.496, 0.629)  -0.11
H (4.002, 2.102, -0.299)  0.04
H (2.074, 2.719, -1.361)  0.03
O (-2.593, 0.740, -0.854)  -0.09
H (0.715, -3.581, -3.350)  0.07
O (2.789, -1.815, 2.119)  -0.03
H (3.477, -1.216, 2.330)  0.03
H (-2.770, 0.284, 0.015)  0.01
O (-4.123, -0.299, 1.324)  -0.05
H (-4.536, 0.458, 0.902)  0.05
H (-3.867, -0.919, 0.639)  0.03
O (-0.829, -3.615, -0.823)  -0.05
H (-0.897, -4.423, -0.242)  0.07
H (-2.023, 2.789, 3.378)  0.03
O (-0.029, 3.033, 3.673)  -0.23
H (-3.928, -2.781, -3.192)  0.02
H (2.258, -1.513, 1.392)  0.01
O (-0.176, 1.891, 1.377)  -0.37
H (-0.078, 2.696, 2.597)  0.02
H (-0.928, 1.351, 1.724)  -0.01

Forces on the atoms, in the same order (eV/Å):
O -0.0221 -0.0236 1.2040
H -0.0779 -0.1972 0.5207
H -1.0359 -0.8432 0.7118
O 1.2491 1.2487 0.4481
H -0.7189 -1.5316 0.4476
H -0.9217 0.0208 -1.1163
O 1.1075 1.1022 -1.6474
H 0.0366 0.8153 -0.8555
H 0.2824 0.3024 0.9724
O -0.8570 -2.2915 2.4562
H 0.5440 1.5687 0.2187
H -0.0391 1.6901 0.0696
O -0.7579 -1.1588 0.5523
H 0.7706 1.1307 -0.3372
H -0.3327 -0.8320 -1.7366
O 0.0843 -0.8385 -0.9201
H 0.5175 0.7066 -0.9141
H 0.5181 0.6879 0.3345
O -0.1941 -1.2108 0.4364
H -0.2098 -0.0192 -0.3399
H 0.0323 0.1721 0.3867
O -0.9245 -0.6181 0.9692
H 0.0762 1.5091 -0.1027
H -0.0828 0.0956 -1.9921
O -0.0100 -1.7055 -1.7897
H -0.2818 0.3809 2.0338
H -0.3032 -0.4739 0.6098
O 0.5383 -1.0027 2.0186
H 1.0435 0.7237 -2.4434
O -0.4484 -1.6951 0.6786
H 0.6943 1.1953 -0.1380
H -0.5515 0.6611 -1.2430
O 0.0775 -0.2541 0.6143
H 0.0033 0.0995 -0.2179
H -0.3128 -0.1314 -0.1812
O 0.0579 -0.4606 2.8503
H 0.1868 1.3283 -1.1640
H 0.0247 -1.2451 -0.6084
O -0.5922 0.7563 -2.4831
H -0.5617 0.1878 0.6344
H -0.0239 0.6200 -0.4832
O -0.0206 -0.4367 0.6496
H 0.5160 -1.1891 1.5833
H 0.9197 1.1556 -0.6874

E: -31184.1484 eV
HOMO-LUMO gap: 7.9458 eV
charge: -1
maximum force: 3.5 eV/Å
E_HOMO: -5.837 eV
energy above the lowest of the compared OMol25 structures with the same formula, charge and spin: 2.0721 eV